13
Properties=species:S:1:pos:R:3:forces:R:3 method="wB97M-V/def2-TZVPD" e_above_lowest_kcal_mol=130.0 total_energy_ha=-344.39471 spin_multiplicity=1 homo_lumo_gap_ev=8.623 lumo_ev=-0.65
O -1.86480 2.37144 0.78976 0.4809 -0.2070 -0.0752
C -0.83173 1.82035 0.49613 -0.3287 0.1240 0.0880
C -0.74000 0.90149 -0.67876 -0.2473 0.1005 0.0302
O 0.55061 0.65384 -1.21695 0.1176 0.1057 -0.1216
C 1.78141 -1.87082 0.32924 -0.3471 0.0866 -0.0537
C 0.63935 -0.98465 0.61772 0.2002 0.0717 -0.0467
C -0.10126 -0.42540 -0.57667 0.0137 -0.2664 0.0164
H 0.09956 1.96148 1.08173 -0.0946 0.0095 -0.0772
H -1.53277 1.04035 -1.41353 0.0614 -0.0447 0.1384
H 1.59538 -2.26299 -0.69926 0.0825 -0.0012 0.1987
H 0.02987 -1.76710 1.12973 0.0275 0.0038 -0.0508
H 0.85862 -0.24629 1.39733 -0.0584 -0.1222 -0.1033
H -0.48425 -1.19170 -1.25647 0.0924 0.1398 0.0568

13
Properties=species:S:1:pos:R:3:forces:R:3 method="wB97M-V/def2-TZVPD" e_above_lowest_kcal_mol=154.2 total_energy_ha=-344.35615 spin_multiplicity=1 homo_lumo_gap_ev="7.489 / 8.087" lumo_ev="0.23 / 0.78"
C 1.88353 0.54729 -0.29136 -0.0233 -0.1229 -0.0894
C 0.52143 0.38792 0.29736 0.3719 0.0036 0.2167
O -0.37319 1.31746 -0.10106 0.7308 0.2977 -0.4058
C -1.61439 1.12013 0.19900 -0.7617 0.5154 0.1228
O -1.89456 -0.06361 0.73484 0.1539 -0.8846 -0.1334
C -1.18402 -1.13945 0.15930 -0.4817 -0.1413 0.1248
C -1.15167 -2.31104 -0.15035 0.0999 0.3184 0.0654
H 1.81876 0.86566 -1.33612 -0.0037 -0.0413 0.1486
H 2.39621 -0.41982 -0.26937 -0.0485 0.1219 0.0064
H 2.51667 1.26558 0.25021 -0.1527 -0.0774 -0.0408
H 0.41419 0.07632 1.33109 0.0515 -0.0091 -0.0945
H -2.35281 1.67286 -0.36918 0.0687 -0.1510 0.0403
H -0.98016 -3.31931 -0.45434 -0.0052 0.1707 0.0390

Number 1: molar mass 98.10 g/mol. Number 2: molar mass 98.10 g/mol.